64
Properties=species:S:1:pos:R:3:forces:R:3:nbo_charge:R:1 method="wB97M-V/def2-TZVPD" e_above_lowest_kcal_mol=102.6 homo_ev=-13.3 molar_mass_g_mol=505.81 spin_multiplicity=1 total_charge=+2
C 0.569307 1.704438 1.156883 -0.7 0.5 0.8 -0.20
C -0.308852 2.431521 0.320145 -0.1 -0.7 0.0 -0.18
C -1.573807 2.511829 0.958905 0.2 0.2 0.8 -0.25
H -0.017500 2.948926 -0.602043 -0.4 -0.8 0.2 0.28
C -1.429567 2.075865 2.322255 1.4 0.1 -0.7 -0.47
C -0.081507 1.521226 2.438119 -0.5 1.1 0.0 -0.50
H 0.413229 1.154013 3.340204 -0.2 0.4 -0.3 0.26
H 1.606098 1.447151 0.918850 -0.5 0.1 0.1 0.26
H -2.474886 2.948729 0.524182 0.3 -0.1 0.2 0.28
H -2.178684 2.161862 3.092455 0.0 0.2 0.0 0.27
Zr -1.493534 -0.113014 1.532206 0.9 3.3 -3.6 1.92
C -2.083193 -1.391824 0.030287 -0.9 -0.6 -1.2 -1.29
H -3.141639 -1.175302 -0.202025 0.0 0.2 -0.1 0.28
H -2.146516 -2.277284 0.662724 0.1 -0.6 0.3 0.23
H -1.592978 -1.687303 -0.864454 0.3 -0.2 -0.9 0.30
Si 0.553930 0.749914 -2.947015 -2.7 -3.4 1.4 1.20
C 2.056381 -0.211962 -3.431258 -0.1 0.8 -0.1 -0.46
C 3.104400 0.728779 -3.414906 -0.1 -0.3 -0.2 -0.22
H 2.846338 1.778988 -3.244224 0.5 -0.4 -0.3 0.22
C 4.414116 0.315813 -3.590852 -0.1 -0.3 -0.1 -0.19
H 5.188063 1.078888 -3.593963 0.1 -0.4 0.0 0.23
C 4.662689 -1.046418 -3.808642 0.2 0.6 0.0 -0.19
H 5.691355 -1.335709 -4.027469 -0.4 -0.2 0.1 0.23
C 3.623547 -1.982615 -3.764036 0.3 0.0 0.0 -0.20
H 3.856492 -3.025566 -3.957099 -0.1 0.1 0.2 0.23
C 2.314382 -1.581078 -3.516320 0.2 0.4 -0.3 -0.21
H 1.514538 -2.308237 -3.415143 0.1 0.0 -0.2 0.22
C -1.235653 1.282144 -3.349726 0.5 -0.8 -1.0 -0.40
C -0.964318 2.105721 -4.444166 -0.9 1.6 0.4 -0.22
H -0.150912 1.872860 -5.135077 0.0 0.2 0.2 0.22
C -1.633680 3.338791 -4.554793 -0.2 -0.7 -0.6 -0.18
H -1.262456 4.081945 -5.265187 -0.4 -0.3 0.1 0.23
C -2.768854 3.569078 -3.778009 0.3 -0.1 0.4 -0.20
H -3.352081 4.468899 -3.936436 0.1 0.0 0.1 0.23
C -3.147973 2.662013 -2.773065 0.1 -0.3 -0.3 -0.20
H -4.027172 2.868198 -2.148579 0.3 -0.1 -0.4 0.22
C -2.378816 1.510531 -2.545142 0.7 0.5 -0.1 -0.23
H -2.641501 0.840692 -1.716540 0.3 0.2 -0.3 0.19
H 0.343681 0.255638 -1.564891 -0.3 -0.9 0.7 -0.27
H 0.944035 1.915335 -2.430928 1.6 3.5 0.6 -0.22
C -2.500670 -2.393184 3.584911 -0.2 -0.2 0.2 -0.94
P -1.457838 -0.905845 3.772458 0.5 -1.2 2.6 0.74
C -2.225599 0.220366 4.958499 -0.3 0.0 0.2 -0.91
C 0.215038 -1.378270 4.359511 0.0 -0.1 0.2 -0.69
C 1.329707 -1.503146 3.289738 0.2 0.2 -0.4 -0.71
P 0.839636 -1.337878 1.481595 0.9 -2.0 0.7 0.87
C 2.485922 -1.166743 0.688238 0.2 0.6 -0.3 -0.93
C 0.531812 -3.100257 1.070929 -0.1 0.0 -0.1 -0.94
H -3.542718 -2.103321 3.806316 0.4 -0.3 0.1 0.28
H -2.119733 -3.146041 4.290117 -0.5 0.0 -0.2 0.28
H -2.472738 -2.797106 2.553616 0.1 0.1 0.7 0.26
H -2.798925 -0.357516 5.687931 0.1 0.2 0.1 0.28
H -1.453143 0.822291 5.448699 -0.2 -0.1 0.0 0.28
H -2.903044 0.899435 4.426186 0.0 -0.3 0.3 0.26
H 0.494793 -0.602358 5.093373 -0.1 -0.5 -0.1 0.27
H 0.062714 -2.334112 4.884820 0.3 0.4 0.0 0.27
H 2.112345 -0.744762 3.455609 -0.3 -0.2 0.1 0.26
H 1.826006 -2.481672 3.375727 -0.1 0.3 0.0 0.27
H 3.023523 -2.129398 0.715466 -0.4 0.3 0.1 0.27
H 2.395445 -0.867756 -0.363669 -0.1 0.0 0.2 0.29
H 3.111786 -0.424055 1.202151 -0.3 -0.1 -0.1 0.26
H 1.441347 -3.674792 1.307468 -0.4 0.1 -0.1 0.26
H -0.318209 -3.503974 1.637924 0.2 0.0 -0.1 0.23
H 0.306038 -3.183402 -0.002825 0.1 -0.1 0.3 0.27

---

73
Properties=species:S:1:pos:R:3:forces:R:3:mulliken_charge:R:1 method="wB97M-V/def2-TZVPD" e_above_lowest_kcal_mol=24.9 homo_ev="-10.4 / -10.4" molar_mass_g_mol=911.33 spin_multiplicity=2 total_charge=+1
Pt -0.870319 0.343582 -0.791201 -2.5 2.2 -1.9 1.36
Br 1.191551 5.084799 -1.368228 -0.2 0.1 0.2 -0.09
C -0.127103 4.531902 -0.126369 0.0 -0.9 -0.8 -0.12
C -0.533530 5.387066 0.889133 -0.4 0.1 0.6 -0.37
C -1.511845 5.004939 1.778578 0.2 0.4 0.0 -0.04
Br -2.041168 6.225490 3.138258 0.1 -0.2 -0.2 -0.20
C -2.110033 3.729534 1.693208 0.0 0.0 -0.1 1.36
C -3.062490 3.234424 2.604104 0.1 -0.2 -0.2 -0.77
C -3.542699 1.957336 2.454733 0.0 0.3 -0.2 -0.73
C -3.078591 1.178413 1.391400 -0.2 -0.2 0.1 -0.59
N -2.180202 1.613014 0.530169 1.1 -1.1 0.0 -0.39
C -1.694018 2.866901 0.645927 0.5 0.9 -0.1 -0.25
C -0.704028 3.262400 -0.323222 -0.3 1.5 1.6 0.45
O -0.377730 2.486537 -1.278461 0.1 -2.2 -1.1 -0.97
H -0.074379 6.359290 0.981410 0.0 0.1 0.0 0.49
H -3.396558 3.867017 3.411015 0.0 0.0 0.1 0.38
H -4.273651 1.558572 3.137775 -0.1 -0.1 0.0 0.49
H -3.461381 0.181701 1.228146 0.1 -0.2 0.1 0.55
C 2.547108 2.067755 0.048888 -0.3 -0.4 0.5 -0.96
Si 2.048312 0.989890 1.534636 -0.6 0.2 0.1 0.30
C 1.039193 1.903377 2.877822 0.5 -0.2 -0.6 -0.76
C 3.592360 0.222402 2.341626 -0.6 0.0 -0.4 -1.12
Ge 0.526883 -0.848802 0.679551 2.4 -1.0 1.4 -0.18
Si -0.545646 -2.240673 2.430256 -0.4 0.0 0.2 0.35
C 0.853532 -3.242682 3.254733 -0.4 0.5 -0.5 -1.10
C -1.842587 -3.404113 1.647669 0.5 0.5 0.2 -1.19
C -1.358183 -1.132352 3.756965 0.3 -0.4 -0.6 -0.83
Si 2.346443 -2.323995 -0.340457 -0.7 0.0 -0.1 0.76
C 3.140038 -1.264495 -1.726809 -0.3 -0.4 0.4 -1.35
C 1.325210 -3.829415 -0.949748 0.4 0.5 -0.1 -1.38
C 3.725685 -3.015247 0.783506 -0.5 0.5 -0.2 -1.15
H 2.742833 3.091500 0.354708 0.0 0.2 0.1 0.42
H 1.766979 2.092815 -0.708373 0.0 0.1 0.0 0.18
H 3.451832 1.695231 -0.420315 0.2 -0.2 0.0 0.41
H 1.513352 2.851055 3.118052 0.1 0.2 0.1 0.42
H 0.990775 1.325162 3.795373 0.0 -0.2 0.1 0.36
H 0.025628 2.110467 2.550131 -0.2 0.0 -0.1 0.01
H 4.039499 0.941071 3.019823 0.0 0.3 0.2 0.44
H 4.337226 -0.022190 1.592090 0.1 -0.1 -0.2 0.28
H 3.368595 -0.673974 2.909970 0.0 -0.2 0.1 0.28
H 1.285427 -3.968813 2.575537 0.1 -0.1 -0.2 0.26
H 0.471570 -3.787649 4.110712 -0.2 -0.1 0.2 0.47
H 1.650106 -2.597478 3.610690 0.2 0.2 0.1 0.31
H -1.379200 -4.224175 1.108853 0.2 -0.1 -0.1 0.36
H -2.492077 -2.881550 0.951841 -0.1 0.2 -0.1 0.34
H -2.470927 -3.841378 2.417042 -0.1 -0.1 0.2 0.42
H -0.637739 -0.461716 4.213340 0.2 0.1 0.0 0.24
H -1.776225 -1.745248 4.549828 -0.1 -0.2 0.1 0.46
H -2.160799 -0.526714 3.350119 -0.1 0.1 -0.1 0.09
H 2.618937 -0.319804 -1.868149 0.0 0.1 0.0 0.31
H 3.151699 -1.787252 -2.679191 0.0 -0.1 -0.2 0.49
H 4.171444 -1.042773 -1.472936 0.2 0.1 0.1 0.36
H 0.253755 -3.675627 -0.849600 -0.1 0.0 0.0 0.33
H 1.591328 -4.708049 -0.371526 0.0 -0.2 0.1 0.37
H 1.533725 -4.055180 -1.991088 0.1 -0.1 -0.2 0.49
H 4.464617 -2.266504 1.042355 0.1 0.2 0.0 0.33
H 4.245460 -3.810786 0.254657 0.0 -0.1 -0.2 0.40
H 3.350047 -3.438947 1.707993 -0.1 -0.1 0.1 0.28
N -3.754038 1.048758 -5.758871 -0.2 0.2 0.1 -0.34
C -2.982722 -0.014608 -6.064041 -0.2 0.1 0.1 0.40
O -3.145336 -0.660164 -7.075153 0.2 -0.1 0.0 -0.59
C -1.917493 -0.410178 -5.075971 0.2 -0.3 0.2 0.49
C -0.897188 -1.224353 -5.566569 -0.1 0.1 0.2 -0.29
C 0.061337 -1.701555 -4.691128 -0.2 0.1 0.0 -1.09
C -0.037725 -1.362006 -3.353442 0.4 -0.4 -0.2 0.19
N -1.005686 -0.581224 -2.879227 1.0 0.3 1.4 -0.35
C -1.925548 -0.107856 -3.717508 -0.4 0.3 -0.5 -0.36
H -4.445526 1.303374 -6.446930 0.0 0.1 0.1 0.24
H -3.567904 1.686404 -5.006342 0.1 0.0 0.0 0.17
H -0.894464 -1.462957 -6.620858 0.0 -0.1 0.0 0.50
H 0.865841 -2.332884 -5.035488 0.1 0.0 0.0 0.48
H 0.681413 -1.726416 -2.634781 0.0 0.0 0.0 0.19
H -2.693004 0.519603 -3.280638 0.0 0.0 0.0 0.31

---

69
Properties=species:S:1:pos:R:3:forces:R:3:nbo_charge:R:1 method="wB97M-V/def2-TZVPD" e_above_lowest_kcal_mol=8.6 homo_ev=-7.9 molar_mass_g_mol=666.90 spin_multiplicity=1
Pt -0.128338 0.426632 0.535416 1.2 -0.3 0.0 0.69
C 5.119504 1.122077 3.865429 0.0 0.0 0.0 -0.62
C 4.972524 -0.139267 3.030060 0.0 0.0 0.0 -0.21
N 4.275109 0.121779 1.769554 0.1 0.0 0.0 -0.39
C 5.118836 0.446833 0.625283 0.0 0.0 0.0 -0.22
C 5.583102 -0.792269 -0.124626 0.0 0.0 0.0 -0.62
C 2.939601 0.039995 1.694973 0.0 -0.1 -0.1 0.37
S 2.196325 0.218847 0.153922 -0.1 0.3 0.0 -0.22
N 2.323917 -0.192250 2.857843 -0.1 0.1 0.1 -0.68
C 1.099792 -0.686239 2.964977 0.2 -0.1 0.1 0.67
O 0.313228 -1.062868 2.046224 -0.8 0.2 -0.2 -0.71
C 0.660867 -0.885977 4.388474 0.0 0.0 0.0 -0.07
C -0.511136 -1.578099 4.670285 0.1 0.0 0.0 -0.19
C -0.933759 -1.743808 5.980358 0.0 0.0 0.0 -0.21
C -0.187933 -1.215188 7.023194 0.0 0.0 0.0 -0.20
C 0.988760 -0.529856 6.751179 0.0 0.0 0.0 -0.22
C 1.415327 -0.372704 5.442673 0.0 0.0 0.0 -0.19
H 5.678382 0.912925 4.778317 0.0 0.0 0.0 0.21
H 4.135893 1.503088 4.137133 0.0 0.0 0.0 0.22
H 5.651204 1.900066 3.315191 0.0 0.0 0.0 0.20
H 4.424952 -0.900676 3.579849 0.0 0.0 0.0 0.23
H 5.949758 -0.549393 2.769074 0.0 0.0 0.0 0.19
H 5.971954 1.010090 1.010142 0.0 0.0 0.0 0.20
H 4.562752 1.106757 -0.038634 0.0 0.0 0.0 0.23
H 6.177078 -1.444421 0.517204 0.0 0.0 0.0 0.20
H 6.197175 -0.509115 -0.980179 0.0 0.0 0.0 0.22
H 4.724198 -1.354070 -0.489728 0.0 0.0 0.0 0.23
H -1.079231 -1.993338 3.855012 0.0 0.0 0.0 0.23
H -1.846531 -2.287818 6.186103 0.0 0.0 0.0 0.21
H -0.519378 -1.340104 8.045999 0.0 0.0 0.0 0.21
H 1.577743 -0.120020 7.561437 0.0 0.0 0.0 0.21
H 2.331677 0.154307 5.220887 0.0 0.0 0.0 0.23
C -4.460814 0.247831 -1.885784 0.0 0.0 0.0 -1.12
Si -2.719789 -0.194947 -1.327494 0.1 0.0 0.0 1.72
C -1.562363 0.169100 -2.763644 0.0 0.0 0.0 -1.13
C -2.647070 -2.024833 -0.937926 0.0 0.0 0.0 -1.12
C -2.219866 0.864252 0.139842 0.4 0.3 0.3 -1.28
C -1.754637 2.201531 -0.347595 -0.1 -0.4 0.0 0.28
C -2.379378 3.385753 -0.706957 0.0 0.1 0.1 -0.28
C -1.584182 4.454600 -1.095903 0.0 0.0 0.0 -0.14
C -0.197792 4.337533 -1.112041 0.1 0.0 0.0 -0.28
C 0.379153 3.134828 -0.745280 -0.2 0.0 -0.2 0.07
N -0.408426 2.115057 -0.418206 -0.4 -0.1 0.1 -0.43
Si -3.086425 0.736076 1.777495 -0.4 0.1 -0.1 1.71
C -4.930763 1.145726 1.712717 0.0 0.1 -0.1 -1.12
C -3.046225 -1.042417 2.354822 0.0 0.0 0.1 -1.13
C -2.338725 1.940509 3.009855 0.1 -0.1 0.0 -1.12
H -4.714907 -0.275451 -2.810602 0.0 0.0 0.0 0.24
H -4.551551 1.319687 -2.078684 0.0 0.0 0.0 0.23
H -5.204321 -0.018656 -1.133611 0.0 0.0 0.0 0.23
H -1.811482 -0.451343 -3.627367 0.0 0.0 0.0 0.24
H -0.524850 -0.031115 -2.490055 0.0 0.0 0.0 0.24
H -1.630653 1.214213 -3.076872 0.0 0.0 0.0 0.23
H -2.693058 -2.600208 -1.865555 0.0 0.0 0.0 0.24
H -3.477969 -2.345856 -0.310297 0.0 0.0 0.0 0.23
H -1.718035 -2.282012 -0.425555 0.0 0.0 0.0 0.25
H -3.456860 3.461151 -0.659663 0.0 0.0 0.0 0.23
H -2.044636 5.392667 -1.377454 0.0 0.0 0.0 0.22
H 0.433107 5.165802 -1.399350 0.0 0.0 0.0 0.23
H 1.444804 2.956260 -0.721276 0.0 0.0 0.0 0.23
H -5.482895 0.391970 1.147965 0.0 0.0 0.0 0.23
H -5.120969 2.114525 1.242544 0.0 0.0 0.0 0.22
H -5.356919 1.179733 2.718389 0.0 0.0 0.0 0.23
H -3.736578 -1.638775 1.757412 0.0 0.0 0.0 0.23
H -3.400117 -1.081708 3.389087 0.0 0.0 0.0 0.23
H -2.060837 -1.497176 2.295313 0.0 0.0 -0.1 0.25
H -2.706195 2.950552 2.810981 0.0 0.0 0.0 0.23
H -1.246949 1.962904 2.975650 0.0 0.0 0.0 0.24
H -2.632679 1.675522 4.028674 0.0 0.0 0.0 0.24

---

90
Properties=species:S:1:pos:R:3:forces:R:3:mulliken_charge:R:1 method="wB97M-V/def2-TZVPD" homo_ev=-9.3 molar_mass_g_mol=1141.78 spin_multiplicity=1 total_charge=+1
C -3.211736 -2.006899 -1.803556 -0.1 0.4 -0.2 -0.65
O -3.199775 -2.918530 -0.714492 0.0 0.1 0.3 -0.49
C -1.961484 -2.781849 -0.010296 -0.8 -1.3 -0.6 -0.46
C -2.108825 -3.311186 1.414070 -1.4 -0.4 -0.7 -0.71
C -3.153111 -2.548459 2.279349 1.2 -0.6 1.1 -0.57
C -2.340033 -1.573189 3.199229 -1.1 0.2 -1.4 -1.25
C -2.040137 -0.309731 2.381646 -0.9 -1.0 1.2 -0.40
C -3.057688 0.399668 1.705721 0.1 2.9 -2.8 -0.49
C -2.684152 1.609808 0.885879 0.0 -2.9 1.0 -1.08
C -1.321893 1.927016 0.852147 0.9 0.2 -0.1 0.27
N -0.697933 2.921780 0.184141 -0.2 0.2 0.1 -0.63
S 0.844063 2.859523 0.512040 0.3 -0.3 0.1 0.35
N 0.920057 1.559979 1.494736 -0.3 0.8 -0.8 -0.49
C -0.355633 1.176554 1.581271 0.3 -0.6 0.6 0.26
C -0.742862 0.071297 2.339332 -0.2 0.5 0.3 -0.16
H -3.290349 -0.979343 -1.400301 0.1 -0.2 -0.2 0.19
H -2.303900 -2.071006 -2.423661 -0.1 -0.1 0.2 0.31
H -4.067930 -2.177827 -2.462922 0.0 -0.2 0.4 0.33
H -1.176321 -3.396286 -0.542967 -1.6 0.9 0.8 0.34
H -1.704805 -1.714769 -0.013016 0.2 -0.1 -0.1 0.54
H -2.460708 -4.349424 1.307506 0.3 0.2 0.1 0.52
H -1.118321 -3.383538 1.906691 -0.2 -0.1 0.0 0.06
H -3.673223 -3.276379 2.920098 0.0 0.2 -0.2 0.45
H -3.903323 -2.060266 1.655215 0.2 0.0 0.1 0.41
H -2.802947 -1.323060 4.162248 0.1 0.1 -0.3 0.17
H -1.405231 -2.114598 3.401210 -0.1 0.3 0.5 0.66
H -4.185678 0.069683 1.776499 3.3 -0.1 -0.5 0.31
H -3.408977 2.249863 0.282286 2.8 -1.2 0.3 0.89
H -0.002134 -0.508878 2.907709 -1.8 2.6 1.8 1.33
Ca 0.802953 -1.609783 1.815670 2.1 -3.0 -4.3 1.29
C -7.261923 -0.479277 3.765103 -0.9 1.2 -0.4 -0.17
Br -8.294619 0.839371 4.655674 0.3 -0.4 0.2 0.14
Br -5.447653 0.149495 3.314926 -2.0 -2.5 1.6 0.08
Br -7.202102 -2.141580 4.794834 -0.3 -0.4 -0.1 -0.24
H -7.757460 -0.701996 2.828118 0.2 -0.1 0.0 0.41
Cl 0.613380 -2.567973 -0.760946 2.7 1.2 1.4 -0.62
F -7.690570 2.110888 2.228893 1.2 -0.6 -0.6 -0.82
K -4.996289 1.989908 1.296514 -5.6 2.5 0.9 0.79
Br -4.738924 2.443080 4.976550 0.8 0.6 0.4 -0.73
C 6.570370 4.148423 3.597186 -0.2 0.1 -0.2 -0.86
C 6.048577 2.758869 3.917278 0.2 0.1 0.0 -0.30
O 4.629182 2.680847 3.977261 -0.2 -0.2 0.1 -0.46
C 3.940415 3.008798 2.792103 0.0 0.0 -0.1 -0.21
C 4.278046 2.100952 1.620089 0.2 0.0 0.1 -0.75
H 6.153776 4.882589 4.288525 0.1 0.0 0.1 0.29
H 7.657462 4.170097 3.671044 0.0 0.0 0.0 0.40
H 6.300441 4.458833 2.585493 0.1 0.0 0.0 0.12
H 6.405400 2.462822 4.903620 -0.2 -0.1 0.0 0.35
H 6.441672 2.021864 3.208510 0.0 0.0 0.0 0.30
H 4.105541 4.060480 2.529805 0.0 0.0 -0.1 0.21
H 2.877572 2.909513 3.025477 0.0 0.0 0.2 0.29
H 5.314257 2.221489 1.303241 -0.1 0.0 -0.1 0.46
H 3.641744 2.329405 0.764137 0.0 -0.1 0.0 0.06
H 4.139538 1.051699 1.894056 -0.1 0.0 0.0 0.15
Li -5.033092 -1.627732 5.322125 0.4 0.7 0.1 0.82
C -1.828169 -5.312958 -4.660991 0.6 0.4 -0.1 -0.89
C -3.360585 -5.146978 -4.602550 0.3 -0.5 -0.6 0.91
C -4.062131 -5.615183 -3.324408 -0.4 0.2 0.4 0.44
F -3.912971 -6.935251 -3.115469 0.1 0.0 -0.1 -0.24
F -5.392122 -5.378728 -3.426176 0.0 0.2 -0.1 -0.28
F -3.907623 -5.727762 -5.687722 -0.1 -0.1 0.1 -0.27
F -3.608498 -3.807409 -4.712847 0.0 0.1 0.4 -0.30
O -1.310778 -6.438491 -5.357526 -0.7 -0.4 0.3 -0.42
C -1.162411 -7.651169 -4.704509 0.5 1.0 0.2 0.80
C -2.030315 -8.747027 -5.327317 -0.2 -0.4 -0.3 0.19
F -3.335724 -8.418959 -5.277208 0.1 0.2 0.1 -0.21
F -1.871300 -9.902426 -4.643408 0.2 0.1 0.1 -0.25
F -1.382056 -7.510461 -3.381078 -0.1 -0.3 0.0 -0.28
F 0.133801 -8.005436 -4.838680 -0.1 -0.2 -0.1 -0.30
H -1.470784 -4.463377 -5.242973 -0.1 0.0 -0.1 0.46
H -1.366178 -5.199609 -3.679252 -0.2 -0.2 0.1 0.42
H -3.686497 -5.073064 -2.449962 0.1 0.1 -0.1 -0.03
H -1.753925 -8.909683 -6.371177 0.1 0.1 0.0 0.25
C 4.477300 7.121356 0.037215 0.0 0.2 0.2 -0.21
O 4.484025 6.927139 -1.383635 0.0 -0.2 0.2 -0.32
P 5.251087 5.651579 -1.963993 0.2 0.3 -0.1 1.01
O 6.179659 5.024690 -1.020770 -0.2 0.0 0.3 -0.63
O 5.868539 6.171831 -3.308331 -0.3 -0.2 -0.1 -0.36
C 6.881667 7.181820 -3.220520 0.2 0.3 0.1 -0.67
O 4.097779 4.710384 -2.510554 0.1 0.0 -0.4 -0.40
C 3.257486 4.095156 -1.551633 -0.1 0.0 0.2 -0.54
H 5.450969 7.478562 0.368373 0.0 -0.1 0.0 0.27
H 3.723930 7.870770 0.268961 0.0 0.0 -0.2 0.25
H 4.230253 6.196391 0.559240 0.1 0.0 0.0 -0.03
H 7.581075 6.964549 -2.412635 0.0 -0.1 0.0 0.32
H 6.416542 8.153635 -3.056394 0.0 0.0 0.0 0.27
H 7.421754 7.199923 -4.162559 -0.1 -0.1 0.0 0.25
H 2.498362 4.803368 -1.207185 0.0 0.0 0.0 0.32
H 3.840991 3.735090 -0.701466 0.0 0.1 0.0 0.14
H 2.764143 3.246691 -2.023960 0.1 0.0 -0.1 0.35